Below is C8H11NO4S as an isolated structure at a distorted geometry, with properties calculated with wB97M-V/def2-TZVPD.

CARTESIAN COORDINATES (ANGSTROEM)
1 C 2.35277 -0.65960 -0.13506
2 C -0.75948 -1.68044 1.49032
3 C 2.46815 0.81745 0.25882
4 C 0.04586 -1.58097 0.42956
5 C 1.19966 0.48984 1.10939
6 C -1.07735 0.42898 -0.85524
7 C -0.22034 0.50759 -2.03894
8 C -2.39010 0.25514 -0.62761
9 N 1.25486 -0.84097 0.64193
10 O 3.03272 -1.46589 -0.70819
11 O -2.00249 -2.21107 1.46918
12 O -1.22786 1.47214 1.60780
13 O 0.00110 2.83310 -0.07187
14 S -0.33613 1.47035 0.48757
15 H -0.57036 -1.14897 2.38522
16 H 3.30191 1.29207 0.71209
17 H 2.00585 1.44574 -0.57405
18 H -0.16122 -2.08661 -0.52667
19 H 1.29229 0.52504 2.12564
20 H 0.07595 1.63185 -2.02233
21 H -0.65712 0.31244 -2.98572
22 H 0.65788 -0.08375 -1.98785
23 H -2.65386 0.64275 0.37597
24 H -2.49533 -2.11690 0.62879
25 H -3.13736 -0.24930 -1.18878

Atomic forces in eV per Å
C 2.34 -0.58 0.15
C -0.48 -0.05 -1.76
C -2.67 0.59 -1.39
C 0.52 -1.32 0.99
C 0.18 1.63 -2.88
C -1.55 1.23 0.47
C 0.54 2.36 -0.11
C 1.62 0.67 1.66
N -2.44 -0.89 -0.96
O -0.36 0.33 -0.54
O -0.80 -0.15 -0.11
O -0.54 -0.16 0.76
O -0.12 -3.50 0.86
S 0.91 2.28 -0.26
H 0.38 0.12 0.98
H 0.84 0.08 0.21
H 1.35 -0.54 0.78
H 0.43 0.41 0.52
H -0.33 0.84 2.78
H -0.15 -1.83 -0.46
H -0.85 -0.27 -0.68
H 1.02 -0.55 0.20
H -0.44 -0.57 -0.66
H 0.81 0.00 0.38
H -0.23 -0.13 -0.89

Results
Kohn-Sham gap: 9.1 eV
2S+1: 1
total charge: 0
relative energy (zero: lowest compared OMol25 entry of this formula, charge and spin): 98.31 kcal per mole
total energy: -1065.19756 Ha

Calculated atomic charges, method Mulliken, unit e: 0.183, 0.037, -0.412, -0.563, -0.527, 1.064, -1.400, -1.317, 0.167, -0.606, -0.490, -0.685, -0.649, 0.959, 0.392, 0.394, 0.232, 0.369, 0.627, 0.357, 0.442, 0.243, 0.430, 0.317, 0.437